A cluster of 3 separate species, C3H4O3 in total. Source: the Open Molecules 2025 dataset; level of theory: the ωB97M-V functional and the def2-TZVPD basis.

The geometry in XYZ format:
```
10
Properties=species:S:1:pos:R:3
O 2.667 -0.076 -0.392
C 1.535 -0.044 -0.317
O 0.686 2.670 -0.052
C -0.480 2.368 -0.049
C -0.576 -2.338 0.221
O 0.568 -2.697 0.103
H -1.277 3.119 0.110
H -0.810 1.322 -0.203
H -0.852 -1.266 0.232
H -1.408 -3.061 0.323
```

Summary:
Relative energy (zero: lowest compared OMol25 entry of this formula, charge and spin)   2.633 eV
Total energy   -342.359168 Ha
Total charge   0
Largest force on an atom   1.45 eV/Å
HOMO-LUMO gap   10.96 eV
M   88.06 g mol⁻¹



A structure of composition C22H36O32S5. Source: the Open Molecules 2025 dataset; level of theory: the ωB97M-V functional and the def2-TZVPD basis.

The geometry in XYZ format:
```
95
Properties=species:S:1:pos:R:3
C 3.126 -1.389 22.816
C 4.457 -2.073 22.671
O 4.390 -3.173 23.595
C 3.129 -3.443 23.887
O 2.746 -4.302 24.648
O 2.361 -2.525 23.251
H 3.006 -1.034 21.792
H 3.082 -0.535 23.492
H 5.373 -1.561 22.969
H 4.673 -2.408 21.657
C 4.852 -8.458 18.430
C 3.602 -8.702 17.511
O 3.874 -7.750 16.450
C 4.753 -6.798 16.853
O 5.174 -5.934 16.149
O 5.353 -7.165 18.009
H 5.506 -9.291 18.171
H 4.439 -8.406 19.438
H 2.609 -8.545 17.933
H 3.688 -9.639 16.960
C -2.811 -3.395 18.851
C -2.015 -2.091 19.210
O -0.913 -2.625 19.970
C -1.369 -3.811 20.445
O -0.655 -4.493 21.142
O -2.504 -4.163 19.947
H -2.486 -3.596 17.830
H -3.883 -3.300 18.678
H -2.563 -1.388 19.838
H -1.691 -1.629 18.277
C -1.968 -9.568 26.435
C -1.832 -10.014 24.963
O -1.508 -8.901 24.213
C -1.346 -7.853 25.015
O -1.029 -6.752 24.672
O -1.665 -8.213 26.262
H -1.374 -10.053 27.210
H -3.012 -9.838 26.591
H -2.778 -10.359 24.544
H -1.111 -10.810 24.777
C 4.074 -11.936 19.948
C 2.690 -12.021 20.666
O 1.736 -11.554 19.747
S 2.216 -12.206 18.295
O 1.786 -11.305 17.232
O 1.913 -13.650 18.231
O 3.786 -11.890 18.609
H 4.816 -12.725 20.073
H 4.620 -11.026 20.198
H 2.569 -11.289 21.465
H 2.513 -13.002 21.107
C -1.782 -11.793 18.862
C -1.536 -10.344 19.047
O -1.916 -10.042 20.423
S -1.431 -11.273 21.375
O -2.342 -11.466 22.476
O -0.034 -11.071 21.644
O -1.647 -12.463 20.175
H -1.011 -12.271 18.259
H -2.776 -12.071 18.512
H -2.229 -9.712 18.492
H -0.481 -10.068 19.031
C 1.954 -4.718 19.161
C 2.367 -3.733 20.289
O 3.016 -2.638 19.697
S 3.179 -2.883 18.038
O 4.509 -2.499 17.553
O 2.006 -2.394 17.331
O 2.995 -4.513 18.221
H 1.031 -4.405 18.673
H 1.843 -5.731 19.548
H 3.098 -4.187 20.958
H 1.553 -3.368 20.916
C -0.081 -13.428 25.817
C -0.082 -13.580 24.248
O 1.201 -13.202 23.869
S 1.771 -11.914 24.766
O 1.345 -10.620 24.247
O 3.204 -12.010 25.082
O 0.763 -12.280 26.018
H 0.321 -14.306 26.322
H -1.095 -13.194 26.141
H -0.598 -12.734 23.794
H -0.267 -14.562 23.811
C 1.719 -7.457 23.774
C 1.148 -7.358 22.401
O 2.184 -7.072 21.489
S 3.581 -7.686 22.071
O 4.630 -6.697 21.946
O 3.856 -8.987 21.490
O 2.997 -7.966 23.599
H 1.211 -8.284 24.269
H 1.644 -6.506 24.301
H 0.429 -6.568 22.184
H 0.539 -8.219 22.125
```

Summary:
Total energy   -5258.312964 Ha
Total charge   0
Largest force on an atom   4.72 eV/Å
HOMO-LUMO gap   10.36 eV
M   972.83 g mol⁻¹



The ion C24H30N3S with charge +1. Source: the Open Molecules 2025 dataset; level of theory: the ωB97M-V functional and the def2-TZVPD basis.

The geometry in XYZ format:
```
58
Properties=species:S:1:pos:R:3
C -4.776 0.492 2.697
N -3.423 -0.011 2.883
C -3.261 -1.443 3.122
C -2.370 0.814 2.831
C -1.063 0.368 2.923
C 0.154 1.207 2.782
C 1.333 0.284 2.420
C 1.654 0.079 1.071
C 2.681 -0.793 0.720
C 3.347 -1.509 1.720
C 2.985 -1.353 3.068
C 1.975 -0.444 3.415
H -5.465 -0.357 2.755
H -5.034 1.240 3.463
H -4.866 0.961 1.705
H -4.261 -1.889 3.091
H -2.655 -1.911 2.328
H -2.799 -1.651 4.103
H -2.569 1.895 2.712
H -0.879 -0.709 2.975
H 0.010 1.899 1.949
H 1.105 0.643 0.310
H 2.949 -0.918 -0.331
H 4.158 -2.192 1.462
H 3.456 -1.924 3.868
H 1.648 -0.328 4.452
C 2.274 3.355 1.532
C 1.247 3.885 2.515
C 1.358 5.412 2.577
C 1.366 3.168 3.879
C 1.082 4.077 5.035
C 1.278 3.396 6.355
N 0.536 2.143 6.345
C 0.187 1.477 7.533
C -0.505 0.304 7.273
C -0.892 -0.510 8.336
C -0.563 -0.124 9.650
C 0.135 1.069 9.889
C 0.519 1.889 8.819
S -0.723 0.073 5.541
C 0.149 1.517 5.210
N 0.425 2.001 3.970
H 3.297 3.523 1.897
H 2.166 2.286 1.351
H 2.152 3.858 0.565
H 0.232 3.682 2.138
H 2.325 5.755 2.978
H 1.269 5.813 1.559
H 0.545 5.865 3.157
H 2.391 2.757 3.964
H 1.744 4.947 5.002
H 0.048 4.444 4.948
H 2.345 3.210 6.562
H 0.893 4.017 7.169
H -1.430 -1.430 8.110
H -0.848 -0.765 10.487
H 0.389 1.363 10.906
H 1.061 2.825 8.970
```

Summary:
Relative energy (zero: lowest compared OMol25 entry of this formula, charge and spin)   0.000 eV
Total energy   -1494.767974 Ha
Total charge   +1
Largest force on an atom   2.02 eV/Å
HOMO-LUMO gap   8.01 eV
M   392.59 g mol⁻¹



A cluster of 2 separate species, C5H11N in total. Source: the Open Molecules 2025 dataset; level of theory: the ωB97M-V functional and the def2-TZVPD basis.

The geometry in XYZ format:
```
17
Properties=species:S:1:pos:R:3
C -1.856 1.107 -0.241
C -1.422 -0.341 -0.290
N -0.477 -0.647 0.756
C 0.660 -1.635 0.912
C 0.608 -0.144 1.187
C 2.006 0.103 -0.675
H -2.589 1.309 -1.022
H -2.307 1.353 0.723
H -1.005 1.773 -0.399
H -2.275 -1.015 -0.181
H -0.924 -0.590 -1.241
H 0.470 -2.243 1.799
H 1.581 -0.945 -0.157
H 0.936 0.826 1.546
H 2.795 0.610 -0.104
H 1.328 0.869 -1.085
H 2.470 -0.392 -1.529
```

Summary:
Relative energy (zero: lowest compared OMol25 entry of this formula, charge and spin)   6.407 eV
Total energy   -251.627082 Ha
SMILES   CCN1C=C1.C
Total charge   0
Largest force on an atom   1.51 eV/Å
HOMO-LUMO gap   8.02 eV
M   85.15 g mol⁻¹